Record 1
ORCA calculation (ωB97M-V/def2-TZVPD) on a molecular structure, C5H6N3O4S5V in a non-equilibrium geometry.

## Properties
**Maximum force**: 1.55 eV/A
**Multiplicity**: 3
**HOMO (alpha / beta)**: -7.311 / -7.305 eV
**Electronic energy**: -97805.3231 eV

The geometry in XYZ format:
```
24
Properties=species:S:1:pos:R:3:forces:R:3:mulliken_spin:R:1
O 3.36518 -0.56420 0.92724 0.0 0.0 0.0 0.002
O -0.05057 -4.48324 -1.24996 0.1 -0.4 -0.3 0.039
H 4.13616 -1.39986 -0.81890 0.0 0.0 0.0 0.000
N -0.09099 -0.65818 1.49086 0.1 0.1 0.1 -0.018
C -3.09461 1.20410 -0.70880 0.0 -0.2 0.0 -0.010
C -2.10323 2.11100 -0.78130 0.2 -0.1 0.0 0.016
C 4.27839 -0.52135 -0.19570 0.0 0.0 0.1 0.000
O 1.65264 -0.62240 -0.53142 -0.1 0.0 0.1 -0.002
V -0.51180 -0.63902 -0.61234 0.2 0.6 0.1 2.121
O -0.48490 -2.44903 -0.79185 0.0 -1.5 0.2 -0.016
C -4.29695 3.52671 -0.78382 -0.1 0.1 0.1 0.000
C 2.09006 -0.61198 0.61517 0.1 0.0 -0.1 0.004
H 5.26610 -0.51471 0.24971 0.0 0.0 0.0 0.000
S -4.71492 1.85031 -0.68938 -0.1 -0.1 0.0 0.002
S -2.83188 -0.52485 -0.64788 -0.2 0.3 0.1 -0.045
H 4.10402 0.38203 -0.77393 0.0 0.0 0.0 0.000
S -5.40446 4.73631 -0.78915 0.1 -0.1 0.0 -0.006
S -0.40887 1.66800 -0.81573 -0.2 0.2 0.0 -0.091
N 1.29258 -0.65978 1.70830 0.0 0.0 0.0 -0.006
H -0.51103 0.19624 1.85015 0.0 0.0 0.0 0.002
H -0.52281 -1.47537 1.91498 0.0 0.0 0.0 0.002
S -2.58882 3.78727 -0.83771 0.1 0.0 0.0 0.005
N -0.24492 -3.75010 -0.36554 -0.2 1.1 -0.1 0.002
H 1.67563 -0.58788 2.63700 0.0 0.0 0.0 0.000
```
Positions in Å, forces in eV/Å.

---

Record 2
ORCA calculation (ωB97M-V/def2-TZVPD) on 3 unconnected molecules or ions with the total composition C22H49BF4N6O8PS in a non-equilibrium geometry.

## Properties
**Maximum force**: 4.66 eV/A
**HOMO**: -10.157 eV
**Electronic energy**: -80595.4213 eV
**Net charge**: +1

The geometry in XYZ format:
```
92
Properties=species:S:1:pos:R:3:forces:R:3:lowdin_charge:R:1
F 0.80569 1.02423 -0.69640 0.1 -0.1 1.2 0.134
C -10.52744 -0.97995 -1.12194 0.3 -0.1 0.2 -0.210
H 4.78604 1.28424 5.42367 0.1 0.0 -0.3 0.086
H -9.02290 -1.67270 -2.47011 0.0 0.0 0.1 0.133
N -0.66123 -0.65249 4.43913 0.4 0.6 -0.7 0.192
H 4.26652 1.12712 2.17434 -0.8 -0.2 -0.1 0.122
H 8.51363 -0.69296 -3.88077 0.1 -0.1 -0.1 0.071
O 6.26990 -0.26132 -3.00071 -0.4 -0.1 0.0 -0.214
H 5.72059 0.87129 0.14946 -0.4 -0.3 0.2 0.140
H -9.85559 -0.86296 -4.54303 0.0 0.0 0.1 0.075
C 4.61828 0.87348 0.08150 -0.2 1.3 0.3 -0.147
C -0.49975 1.03205 2.00755 -1.5 0.4 -0.6 -0.139
C -10.50043 -0.73380 -3.67256 0.0 -0.2 -0.2 -0.073
C -1.77896 0.52271 1.23921 0.2 0.1 1.2 -0.148
H -4.01743 0.59457 0.22869 -0.2 0.0 0.4 0.124
H -0.79959 1.44977 2.98306 0.3 -0.4 -0.2 0.116
H 5.30813 -2.10259 -3.07259 0.0 0.0 -0.2 0.117
C 1.76845 0.30538 2.27285 -2.1 -0.5 -0.6 -0.224
H -9.43204 1.17979 -2.06821 0.0 0.0 -0.1 0.071
H 5.58508 2.33154 -1.92011 -0.3 0.2 0.2 0.057
H 1.57560 -1.70835 0.53963 -0.1 0.6 -0.1 0.151
C 6.94981 -2.42454 -5.27209 -0.1 -0.2 -0.1 -0.067
H -3.08463 -0.71067 2.52324 0.1 0.4 0.0 0.111
C 5.50860 0.23692 -4.09215 0.2 0.2 0.0 -0.094
F 1.10936 3.09960 3.83083 -0.3 0.0 0.4 0.185
H -12.23766 1.07464 -2.23059 -0.1 -0.1 -0.1 0.075
C 4.87719 -0.94043 1.78393 -0.6 -0.1 -1.1 -0.016
H 5.15838 1.23574 -3.82921 0.0 0.0 0.0 0.073
O -11.18185 0.19616 -0.67969 -0.1 -0.2 -0.1 -0.190
F 2.04421 2.82759 1.95250 0.2 -0.4 -0.6 0.175
C 7.36044 -2.35004 -3.80530 0.0 0.3 -0.3 -0.430
C 2.14207 2.51362 3.24250 -1.5 1.4 0.2 -0.711
H -2.01531 1.26168 0.46094 0.1 -0.3 0.2 0.113
N 2.05581 1.09679 3.44093 2.4 -1.6 -1.6 0.018
C 4.20600 2.35479 -0.16820 -0.4 -0.9 -0.3 -0.230
H 8.98149 -1.71782 -2.74426 0.1 -0.1 -0.1 0.072
H -13.02067 1.06851 -0.65263 0.1 0.0 0.0 0.087
H -9.85497 -1.26194 -0.30610 0.0 0.1 0.0 0.117
H -6.77039 -0.06029 2.85651 0.3 -0.3 -0.2 0.156
C -4.30543 0.57632 1.29281 1.2 -0.4 0.1 -0.174
N 8.66317 -1.68521 -3.70976 -0.2 0.1 0.3 0.044
O -7.13692 0.56102 1.00006 -1.8 1.4 -1.9 0.146
C 2.18654 -0.86015 0.21049 0.4 0.1 0.5 0.038
H 4.30353 2.89062 0.78965 0.1 0.0 -0.4 0.100
H -0.11126 1.86805 1.41370 0.5 -0.6 0.2 0.112
H 7.59306 -3.12258 -5.80825 0.0 0.1 0.1 0.081
P 3.06811 0.39370 4.64676 -0.7 -0.7 4.0 0.221
H 6.57033 -1.89276 -1.86559 0.1 0.1 0.0 0.112
H -4.72792 1.56166 1.53981 -0.2 -0.4 -0.1 0.131
H -12.95379 -0.43659 -1.58662 0.1 0.0 -0.1 0.091
O 1.72618 -0.38260 -2.01088 0.7 -1.5 -4.3 0.246
H -0.15713 -0.94136 5.27603 -0.3 -0.1 0.0 0.073
C 4.04343 0.35081 1.43414 2.3 -1.1 -0.9 -0.268
F 3.22433 3.08831 3.71396 0.9 -0.3 0.3 0.190
C -12.40778 0.47629 -1.33275 0.1 0.3 0.1 -0.105
S 2.29204 0.74129 6.38224 0.5 0.5 -0.6 0.390
H 5.09473 -1.42398 0.81236 0.0 0.0 0.5 0.081
N 0.43866 -0.12678 2.11663 0.7 0.9 0.7 0.075
C 1.55179 -0.06729 -0.93223 -0.3 0.8 2.8 -0.459
O -5.23391 -0.51809 1.47717 -0.4 1.1 0.9 -0.066
H 4.63918 -0.39121 -4.30475 0.1 -0.1 0.0 0.094
H 4.36039 0.23650 -0.77901 0.1 0.1 0.3 0.110
N 2.61165 -0.02849 1.35795 0.4 0.7 0.8 0.102
C -3.02388 0.32948 2.16432 -0.2 0.1 -1.1 -0.145
O 4.63057 0.79975 4.58893 -1.0 -0.2 -0.7 -0.179
H -1.54401 -0.45005 0.77420 -0.1 0.5 -0.2 0.122
H 7.47756 -3.37855 -3.44958 0.0 0.1 0.1 0.137
H 4.36565 3.67774 -1.89653 0.3 -0.4 0.0 0.080
H 5.73179 3.73245 -0.79728 0.0 -0.4 -0.4 0.081
H 5.85114 -0.68561 2.21665 -0.4 0.0 0.1 0.101
H -11.25200 -1.52637 -3.69614 0.0 0.0 0.0 0.078
H -11.00960 0.22280 -3.79250 0.0 0.0 0.1 0.064
C -9.67610 -0.79752 -2.39082 -0.3 0.3 -0.1 -0.432
H 3.58265 -1.61320 5.06700 -0.3 -0.1 -0.1 0.110
B 0.05017 -1.05105 3.23269 0.0 -1.6 0.9 -0.648
H 6.13169 0.33114 -4.98276 -0.1 -0.1 -0.1 0.081
C 6.30728 -1.67730 -2.90730 0.2 -0.2 0.3 -0.215
H -2.97473 1.01390 3.02371 -0.1 -0.3 -0.2 0.116
H 3.12372 2.34547 -0.40333 0.4 0.3 0.0 0.094
O 3.00017 -1.21088 4.39627 0.4 1.4 -1.4 -0.181
H 7.03359 -1.46196 -5.77731 0.0 0.0 0.1 0.067
H -1.61621 -1.00003 4.45504 0.1 0.0 0.3 0.086
C -6.47713 0.03364 1.79159 1.5 -1.6 1.6 -0.342
H 0.06765 -2.73793 2.28814 0.6 -0.2 0.1 0.111
H 3.10463 -1.30054 -0.19760 -0.4 0.3 0.0 0.137
H 4.30531 -1.67374 2.36796 0.4 0.4 0.2 0.077
H 5.92045 -2.77619 -5.37493 0.0 0.0 0.0 0.080
H -8.21432 0.30945 -1.50362 0.1 0.0 -0.1 0.052
C 5.02966 3.04160 -1.29206 -0.4 0.5 0.8 -0.071
N -8.82892 0.39632 -2.30994 0.1 -0.1 0.2 0.042
O 0.46427 -2.38649 3.10225 -0.6 0.9 -0.6 0.139
H -11.24444 -1.80325 -1.23484 -0.1 0.1 -0.1 0.119
```
Positions in Å, forces in eV/Å.

---

Record 3
ORCA calculation (ωB97M-V/def2-TZVPD) on a gas-phase ion, C10H11N2O (charge +1) in a non-equilibrium geometry.

## Properties
**Maximum force**: 4.14 eV/A
**HOMO (alpha / beta)**: -10.126 / -12.044 eV
**Electronic energy**: -15565.8057 eV
**Relative energy (zero: lowest compared OMol25 entry of this formula, charge and spin)**: 2.8193 eV
**Net charge**: +1

The geometry in XYZ format:
```
24
Properties=species:S:1:pos:R:3:forces:R:3:nbo_charge:R:1
C -1.14355 -0.23925 -1.98471 -3.5 0.1 -2.2 -0.155
H -3.74029 0.50284 0.70435 -1.1 0.2 1.5 0.428
H -1.58426 -1.11557 2.04910 -0.2 -0.4 0.8 0.257
C 0.42182 -0.35312 -0.32942 1.5 -1.4 0.9 0.142
C 0.38398 1.96361 -0.52491 -1.0 2.3 -0.4 0.727
H -0.29900 -0.26737 -2.57578 1.4 0.0 -1.2 0.220
H 3.11460 -2.30794 0.37924 -0.4 -0.3 -0.2 0.237
C -1.84822 -0.09381 0.27125 0.6 1.5 2.2 0.533
C 3.20906 -0.23079 0.29582 -2.7 2.5 -0.1 -0.175
N -0.95750 -0.24498 -0.68118 0.7 -1.1 0.8 -0.384
H -2.16797 -0.28502 -2.44938 1.3 0.0 0.7 0.204
O -0.22844 2.91991 -0.71334 -0.3 0.4 -0.1 -0.370
C 2.45565 0.92413 0.13035 0.2 1.1 0.6 -0.153
H 4.18683 -0.02682 0.62065 1.3 -0.7 0.2 0.247
H -0.25341 0.07922 1.89901 -2.0 0.0 -0.4 0.278
H -3.35000 0.50319 -0.93524 -0.3 0.0 -0.2 0.418
C 1.17460 -1.51371 -0.13410 -0.7 1.1 -0.5 -0.192
H -2.05425 0.63158 2.14352 0.4 -0.1 1.0 0.238
H 2.76275 1.95630 0.34898 0.8 -0.7 -0.2 0.229
C 2.51691 -1.42555 0.18283 1.5 -1.0 0.3 -0.217
H 0.79323 -2.49612 -0.28346 -0.7 -0.5 0.0 0.243
C 1.06017 0.90132 -0.16521 1.3 -2.4 -0.1 -0.370
N -3.08034 0.32886 0.01489 1.4 -0.8 -1.8 -0.721
C -1.37234 -0.11090 1.73674 0.2 0.3 -1.6 -0.665
```
Positions in Å, forces in eV/Å.

---

Record 4
ORCA calculation (ωB97M-V/def2-TZVPD) on a gas-phase ion, C4H11OS (charge +1) in a non-equilibrium geometry.

## Properties
**Maximum force**: 9.89 eV/A
**Multiplicity**: 3
**HOMO (alpha / beta)**: -9.576 / -16.736 eV
**Electronic energy**: -17193.2209 eV
**Relative energy (zero: lowest compared OMol25 entry of this formula, charge and spin)**: 1.4307 eV
**Net charge**: +1

The geometry in XYZ format:
```
17
Properties=species:S:1:pos:R:3:forces:R:3:mulliken_spin:R:1
H -0.60121 -1.11739 -1.42985 1.1 0.1 0.5 0.018
C 1.35576 -0.74485 1.41904 4.1 -0.9 0.8 0.107
H 0.72882 -0.96653 2.29789 -0.3 1.0 -0.7 0.011
O 2.10473 0.99202 -0.22748 2.9 3.6 -0.6 0.771
C 0.45477 -0.75917 -1.45789 0.1 0.5 -0.7 0.030
H -2.02246 -0.41817 0.98264 0.3 1.0 -0.2 -0.012
S 0.87736 0.24847 0.04054 -6.4 -7.5 0.7 0.645
H -0.55783 1.78568 -0.92781 -0.4 0.9 -0.4 0.014
H -1.93133 -0.18093 -0.79543 -0.5 0.7 1.4 -0.010
H -2.94564 0.98624 0.12833 1.3 -0.2 0.5 0.010
H 0.45429 -0.01110 -2.28962 0.5 -0.8 0.4 0.005
C -0.56200 1.40755 0.07350 -3.0 0.6 0.3 0.267
H 1.15068 -1.62240 -1.61125 -0.4 1.1 0.2 0.001
H 1.68640 -1.71991 1.05524 -0.5 -0.2 -0.6 -0.007
H 2.39648 -0.38203 1.65606 -0.9 -0.1 0.9 0.033
C -2.00825 0.36621 0.19621 1.9 0.1 -2.1 0.116
H -0.58057 2.13631 0.88988 0.4 0.0 -0.4 0.000
```
Positions in Å, forces in eV/Å.